Entry 1:
ORCA calculation (ωB97M-V/def2-TZVPD) on C15H23NO7PtS as an isolated structure.

Summary:
HOMO-LUMO gap = 7.68 eV
largest force on an atom = 3.335 eV Å⁻¹
relative energy (zero: lowest compared OMol25 entry of this formula, charge and spin) = 0.000 eV

Cartesian coordinates (Å):
1 Pt -0.025 -0.281 -1.652
2 C 0.815 2.205 -3.697
3 O 1.323 1.551 -2.540
4 C 1.834 2.478 -1.583
5 C 2.240 1.771 -0.314
6 O 1.160 1.199 0.403
7 C 0.248 2.093 1.011
8 C -1.129 1.862 0.443
9 O -1.045 1.959 -0.973
10 C -2.334 1.893 -1.593
11 H 1.616 2.745 -4.206
12 H 0.022 2.906 -3.427
13 H 0.418 1.438 -4.355
14 H 1.069 3.232 -1.383
15 H 2.718 2.973 -1.996
16 H 2.788 2.479 0.315
17 H 2.876 0.920 -0.563
18 H 0.563 3.129 0.858
19 H 0.224 1.885 2.083
20 H -1.817 2.620 0.834
21 H -1.494 0.868 0.722
22 H -2.947 2.738 -1.265
23 H -2.832 0.954 -1.352
24 H -2.174 1.959 -2.667
25 C -0.223 -1.071 4.930
26 C 0.080 -1.376 3.485
27 C 1.376 -1.253 2.985
28 C 1.666 -1.598 1.675
29 C 0.655 -2.072 0.845
30 C -0.640 -2.200 1.326
31 C -0.920 -1.839 2.633
32 S 1.169 -2.611 -0.777
33 O 1.376 -4.026 -0.704
34 O 2.291 -1.754 -1.124
35 N 0.054 -2.237 -1.886
36 C -1.185 -2.973 -2.062
37 C -2.344 -2.121 -1.553
38 O -3.450 -2.610 -1.460
39 O -2.026 -0.872 -1.256
40 H 0.554 -0.447 5.373
41 H -0.272 -2.002 5.500
42 H -1.183 -0.563 5.038
43 H 2.168 -0.894 3.633
44 H 2.669 -1.503 1.279
45 H -1.436 -2.572 0.692
46 H -1.936 -1.925 3.003
47 H -1.162 -3.933 -1.555
48 H -1.398 -3.126 -3.120

Mulliken population analysis, charges in e, atoms 1 to 6:
1 Pt 1.174
2 C -0.844
3 O -0.402
4 C -0.412
5 C -0.948
6 O -0.107


Entry 2:
ORCA calculation (ωB97M-V/def2-TZVPD) on a 2-piece molecular cluster, C3H9IN3 overall.

Summary:
HOMO-LUMO gap = 7.77 eV
largest force on an atom = 4.192 eV Å⁻¹
net charge = +1
relative energy (zero: lowest compared OMol25 entry of this formula, charge and spin) = 2.493 eV

Cartesian coordinates (Å):
1 C 0.204 0.784 -0.718
2 C -1.793 -0.776 -0.058
3 C -0.956 0.510 0.013
4 N 0.620 2.050 -0.568
5 N 1.624 2.461 -1.260
6 N 0.679 -1.222 1.590
7 I -1.801 1.943 1.267
8 H 0.729 -0.078 -1.147
9 H -2.130 -0.964 0.938
10 H -1.138 -1.513 -0.350
11 H -2.522 -0.610 -0.932
12 H 2.153 1.984 -1.943
13 H 1.976 3.499 -1.132
14 H -0.219 -1.521 2.064
15 H 0.881 -2.084 1.020
16 H 1.371 -0.930 2.335

Mulliken population analysis, charges in e, atoms 1 to 6:
1 C 0.027
2 C -1.267
3 C 0.189
4 N 0.179
5 N -0.440
6 N -0.703


Entry 3:
ORCA calculation (ωB97M-V/def2-TZVPD) on C25H17F12N3O6Ti as an isolated structure.

Summary:
HOMO-LUMO gap (alpha / beta) = 7.75 / 6.00 eV
largest force on an atom = 0.510 eV Å⁻¹
<S²> = 0.796
net charge = -1
spin multiplicity = 2
relative energy (zero: lowest compared OMol25 entry of this formula, charge and spin) = 0.991 eV

Cartesian coordinates (Å):
1 Ti 0.504 -0.679 -2.156
2 C -4.817 1.030 1.799
3 C -3.430 0.668 1.338
4 C -2.372 1.557 1.505
5 C -1.098 1.197 1.125
6 C -0.851 -0.039 0.517
7 N 0.457 -0.351 0.123
8 C 1.441 -0.324 1.040
9 C 1.149 -0.235 2.429
10 C 2.143 -0.154 3.372
11 C 3.482 -0.177 2.990
12 C 4.587 -0.091 4.003
13 C 3.783 -0.342 1.637
14 C 2.818 -0.437 0.657
15 C 3.224 -0.770 -0.783
16 O 2.337 -0.434 -1.744
17 C 3.436 -2.321 -0.840
18 F 4.265 -2.789 0.118
19 F 2.254 -2.922 -0.672
20 F 3.935 -2.712 -2.013
21 C 4.551 -0.050 -1.197
22 F 5.661 -0.580 -0.615
23 F 4.754 -0.118 -2.508
24 F 4.506 1.239 -0.852
25 C -1.927 -0.892 0.224
26 C -3.184 -0.546 0.712
27 C -1.622 -2.199 -0.555
28 O -0.502 -2.158 -1.304
29 C -2.786 -2.678 -1.542
30 F -4.033 -2.264 -1.222
31 F -2.852 -4.028 -1.567
32 F -2.551 -2.282 -2.777
33 C -1.425 -3.297 0.532
34 F -0.565 -2.861 1.477
35 F -0.924 -4.435 0.064
36 F -2.584 -3.583 1.170
37 H -4.810 1.401 2.825
38 H -5.246 1.815 1.171
39 H -5.482 0.168 1.753
40 H -2.545 2.530 1.953
41 H -0.260 1.870 1.260
42 H 0.116 -0.256 2.743
43 H 1.883 -0.085 4.422
44 H 4.207 0.233 4.971
45 H 5.066 -1.065 4.136
46 H 5.358 0.610 3.681
47 H 4.826 -0.416 1.365
48 H -4.010 -1.228 0.599
49 C -3.532 2.402 -2.465
50 N -2.114 2.543 -2.199
51 C -1.529 3.740 -1.887
52 C -0.240 3.829 -1.536
53 C 0.583 2.612 -1.451
54 O 1.711 2.621 -0.984
55 N -0.032 1.462 -1.902
56 C -1.340 1.393 -2.174
57 O -1.870 0.288 -2.368
58 H -4.016 3.362 -2.291
59 H -3.960 1.649 -1.804
60 H -3.707 2.087 -3.493
61 H -2.183 4.603 -1.933
62 H 0.208 4.776 -1.276
63 O 0.483 -0.242 -3.924
64 O 0.669 -1.643 -3.679

Mulliken population analysis, charges in e, atoms 1 to 6:
1 Ti 0.729
2 C -1.686
3 C 0.536
4 C -1.243
5 C 0.299
6 C 0.269


Entry 4:
ORCA calculation (ωB97M-V/def2-TZVPD) on a 10-piece molecular cluster, C31H68BN2O10 overall.

Summary:
HOMO-LUMO gap = 7.29 eV
largest force on an atom = 4.765 eV Å⁻¹
net charge = +1

Cartesian coordinates (Å):
1 C 0.702 3.170 1.414
2 C 0.515 1.566 1.112
3 C -0.311 0.764 2.326
4 N 0.672 0.613 3.460
5 N 0.717 -0.665 3.987
6 B 2.208 -1.073 3.981
7 C 2.764 -2.601 3.742
8 O 3.164 0.073 4.168
9 H 1.678 3.414 2.050
10 H 0.848 3.731 0.371
11 H -0.249 3.635 1.953
12 H 1.584 1.084 1.076
13 H -0.098 1.453 0.118
14 H -1.256 1.424 2.607
15 H -0.682 -0.232 1.839
16 H 0.586 1.357 4.187
17 H 0.428 -0.659 5.012
18 H 0.102 -1.367 3.523
19 H 3.579 -2.795 4.589
20 H 1.948 -3.440 3.764
21 H 3.370 -2.641 2.715
22 H 3.117 0.327 5.137
23 C -4.307 -0.423 3.879
24 C -4.378 0.954 3.275
25 O -3.362 1.617 3.074
26 C -5.742 1.489 2.926
27 H -3.261 -0.678 4.079
28 H -4.859 -0.444 4.822
29 H -4.718 -1.157 3.181
30 H -6.357 1.553 3.827
31 H -6.217 0.840 2.186
32 H -5.640 2.492 2.499
33 C 2.639 2.902 -2.691
34 C 1.799 4.147 -2.798
35 O 0.573 4.098 -2.716
36 C 2.517 5.453 -3.009
37 H 1.987 2.036 -2.541
38 H 3.206 2.757 -3.614
39 H 3.316 2.983 -1.837
40 H 3.079 5.421 -3.946
41 H 3.189 5.647 -2.169
42 H 1.784 6.264 -3.068
43 C -4.547 -2.846 -0.686
44 C -3.803 -2.944 0.619
45 O -4.359 -2.708 1.690
46 C -2.353 -3.342 0.562
47 H -5.584 -2.549 -0.492
48 H -4.081 -2.090 -1.324
49 H -4.550 -3.817 -1.187
50 H -1.789 -2.609 -0.020
51 H -2.257 -4.336 0.117
52 H -1.945 -3.372 1.578
53 C -8.207 0.015 -3.106
54 C -7.060 0.052 -2.132
55 O -6.825 -0.897 -1.385
56 C -6.211 1.295 -2.106
57 H -8.731 -0.942 -3.014
58 H -8.910 0.821 -2.883
59 H -7.830 0.110 -4.128
60 H -6.825 2.158 -1.839
61 H -5.745 1.447 -3.083
62 H -5.422 1.180 -1.355
63 C -1.210 -0.111 -3.067
64 C -1.793 -1.437 -3.477
65 O -2.208 -2.238 -2.641
66 C -1.848 -1.745 -4.949
67 H -1.234 -0.026 -1.976
68 H -0.171 -0.043 -3.400
69 H -1.800 0.703 -3.495
70 H -0.838 -1.750 -5.366
71 H -2.467 -1.004 -5.461
72 H -2.293 -2.735 -5.097
73 C 5.370 5.500 -7.590
74 C 5.521 6.213 -6.273
75 O 5.076 5.731 -5.232
76 C 6.235 7.537 -6.279
77 H 4.834 4.557 -7.434
78 H 4.794 6.118 -8.284
79 H 6.355 5.277 -8.007
80 H 5.699 8.247 -6.914
81 H 7.260 7.405 -6.637
82 H 6.269 7.936 -5.259
83 C -5.944 -5.104 3.111
84 C -6.528 -6.430 2.701
85 O -6.943 -7.230 3.537
86 C -6.583 -6.738 1.228
87 H -5.969 -5.019 4.202
88 H -4.905 -5.036 2.778
89 H -6.535 -4.290 2.683
90 H -5.573 -6.743 0.812
91 H -7.202 -5.997 0.716
92 H -7.028 -7.728 1.081
93 C 6.553 -2.125 -0.092
94 C 5.433 -1.975 -1.088
95 O 5.358 -0.990 -1.820
96 C 4.410 -3.078 -1.152
97 H 7.215 -1.255 -0.157
98 H 6.145 -2.180 0.920
99 H 7.132 -3.024 -0.318
100 H 3.907 -3.174 -0.187
101 H 4.894 -4.019 -1.425
102 H 3.662 -2.834 -1.914
103 C 6.139 0.335 4.239
104 C 7.218 -0.422 4.966
105 O 6.983 -1.494 5.521
106 C 8.596 0.185 4.989
107 H 5.198 -0.222 4.306
108 H 5.998 1.316 4.700
109 H 6.407 0.444 3.185
110 H 8.564 1.159 5.483
111 H 8.973 0.287 3.969
112 H 9.271 -0.471 5.549

Mulliken population analysis, charges in e, atoms 1 to 6:
1 C -0.866
2 C -0.078
3 C -0.122
4 N -0.238
5 N -0.224
6 B 0.455


no.,electronic energy (eV)
1,-45829.0784
2,-15818.5113
3,-98687.6132
4,-57372.5589